ORCA calculation (ωB97M-V/def2-TZVPD) on C35H25Cl2F5N8O9Yb as an isolated structure in a non-equilibrium geometry.

Properties
HOMO-LUMO gap (spin up / spin down) (eV): 6.59 / 6.60
⟨S²⟩: 0.751
Spin multiplicity: 2
Relative energy (zero: lowest compared OMol25 entry of this formula, charge and spin) (kJ/mol): 20.3
HOMO energy (spin up / spin down) (Eh): -0.201 / -0.201
Charge: -1

Atoms and positions in Å:
O: 10.901279 15.103538 11.620002
F: 11.762347 6.593755 7.836119
C: 8.364734 8.918628 14.463732
C: 12.256958 13.239731 13.360448
F: 7.191213 8.136577 10.259165
C: 8.379016 7.955102 9.611791
H: 7.083079 7.576755 15.547249
H: 16.483963 14.727576 8.652879
H: 15.439220 7.328731 14.462030
Cl: 15.486378 15.525779 12.799701
Yb: 10.713069 10.741031 12.392562
C: 8.159075 8.885723 16.840713
H: 8.084457 8.569267 13.534590
N: 9.042019 12.096420 11.086828
C: 9.157492 9.817445 16.862962
N: 12.241508 8.312666 14.351523
Cl: 16.040774 13.804394 15.576947
H: 13.006001 7.582119 16.690209
O: 11.055165 11.828169 16.897387
H: 11.773102 8.956035 14.974107
C: 10.651613 7.149194 8.412996
F: 11.907292 8.297607 9.996337
H: 12.854757 14.810424 12.045631
H: 7.475125 14.395162 8.392879
N: 14.133509 15.094451 7.447034
N: 11.555365 11.389681 14.621485
N: 11.922444 8.650275 13.009685
O: 12.989988 15.121467 7.049183
H: 12.990104 9.290038 16.533639
O: 18.175657 13.766256 9.926294
H: 14.830249 9.455331 13.266884
C: 14.491137 9.579013 14.275607
C: 8.155559 11.612193 10.204648
H: 7.646376 8.501306 17.688350
C: 8.796540 14.294061 10.072956
N: 11.114213 12.961327 12.626592
O: 12.821153 10.824496 11.666667
C: 13.629954 12.747170 15.218240
C: 15.691518 14.136221 9.089856
C: 14.974106 12.450579 10.667568
H: 13.905179 12.139940 16.089756
C: 13.375053 13.593055 9.195966
N: 17.370409 13.075018 10.511250
H: 9.171515 15.296899 10.119230
C: 7.778344 8.398655 15.606036
H: 15.235120 11.675411 11.374639
C: 9.467184 6.809162 7.887048
C: 13.683940 12.579927 10.197346
N: 9.355332 9.809120 14.468440
C: 13.667273 8.350214 14.746360
H: 13.833165 10.454887 14.283396
C: 10.725421 8.064692 9.483702
O: 15.035481 15.722928 6.867407
F: 9.511320 6.016000 6.801861
C: 13.176772 14.142917 12.853117
C: 14.446262 14.255454 8.625584
C: 9.559463 8.509154 10.152184
O: 17.645984 12.324805 11.433053
C: 14.354499 14.382515 13.493383
C: 14.534317 13.702039 14.706876
C: 8.273168 7.165944 8.425171
O: 11.530317 11.598958 10.036814
C: 12.488560 12.444656 14.461629
C: 10.937933 11.243660 15.805086
H: 14.267932 6.992273 13.220652
C: 15.919988 13.286543 10.113928
H: 14.583745 8.623358 16.602714
H: 11.547426 7.791581 12.611460
C: 9.718403 10.244492 15.674973
H: 7.933107 10.501617 10.288299
C: 7.579073 12.418832 9.201520
C: 7.884990 13.783641 9.172382
C: 12.595347 11.604341 10.655041
H: 9.572033 10.252623 17.765741
H: 12.374603 13.677805 8.811889
C: 13.561121 8.438211 16.290169
H: 15.339438 9.671584 14.944502
H: 14.012818 6.270636 14.859818
H: 12.768695 8.882250 12.413419
O: 9.663099 9.140828 11.256845
C: 10.615298 13.896929 11.828565
C: 14.427403 7.092277 14.274344
F: 7.111173 6.765813 7.946521
C: 9.445912 13.383730 10.980597
H: 6.834959 12.054332 8.496696

Forces on the atoms, in the same order (eV/Å):
O 0.02 -1.44 0.61
F -0.63 0.74 0.68
C 0.36 -0.09 1.25
C 0.13 0.40 -1.08
F 0.39 0.33 0.05
C -1.39 -0.35 -0.95
H -0.28 0.10 -0.23
H 0.09 -0.17 0.01
H 1.34 -0.44 0.25
Cl -0.17 -0.41 0.42
Yb -0.65 -0.69 0.53
C -0.24 -0.28 -0.78
H -0.59 -0.70 -1.98
N 0.57 0.54 -0.23
C 0.34 0.56 0.56
N 0.84 -0.28 0.46
Cl 0.17 0.32 0.02
H 0.67 -0.08 0.15
O 0.47 -0.65 -1.13
H -0.13 0.27 -0.42
C 2.31 1.46 1.27
F 1.24 0.59 0.67
H 0.37 -0.62 0.18
H -0.29 0.33 -0.13
N 0.87 1.31 -1.43
N 0.15 0.19 0.77
N 0.92 -0.27 -1.08
O -0.13 -0.26 0.40
H -0.62 1.32 0.37
O 0.27 -0.18 -0.18
H 0.37 -0.09 -0.66
C -1.60 -0.19 0.25
C -0.62 -0.59 -0.54
H -0.01 -0.11 0.88
C 1.32 -1.70 1.20
N -0.62 0.74 -0.53
O 0.38 1.03 -1.06
C 0.06 -0.10 -0.78
C 2.17 1.14 -0.41
C -0.22 -0.04 -0.27
H -0.17 0.52 -0.36
C 0.76 -2.46 1.30
N -0.41 0.74 0.78
H -0.11 0.38 -0.23
C 0.09 0.00 -0.28
H 0.00 0.14 0.13
C -1.01 -1.55 -1.95
C -1.03 1.01 -1.03
N -0.19 0.41 0.17
C -0.20 0.14 0.28
H 0.54 -0.07 0.19
C -1.08 -1.78 -1.69
O -0.55 -1.06 1.33
F -0.33 -0.24 -0.39
C -0.59 1.28 -0.26
C -3.04 0.32 -0.49
C 0.43 -1.56 -0.95
O -0.57 0.12 -0.73
C 0.28 -0.37 1.21
C 0.48 -0.69 0.35
C 0.97 1.69 2.58
O -0.31 -0.22 0.09
C 0.32 0.01 0.98
C -1.43 0.24 -0.15
H -0.04 -0.39 -0.68
C 1.63 -1.60 0.98
H -0.05 -0.54 0.86
H -0.09 0.33 -0.22
C 1.86 0.72 0.31
H 0.17 1.71 -0.07
C 0.07 -0.04 0.85
C 0.41 -0.64 0.28
C 0.89 -0.05 0.14
H -0.14 -0.03 -0.05
H -0.15 0.06 0.04
C 0.68 -0.89 -1.47
H 0.18 0.33 -0.06
H 0.45 -0.38 -0.33
H -1.03 -0.27 1.17
O -0.44 0.97 1.02
C -1.21 1.13 -1.07
C -2.00 1.00 1.09
F -0.41 -0.13 -0.14
C -1.64 0.39 -0.82
H 0.32 -0.31 0.20

Here are the Mulliken charges for atoms 1 to 2, given in e: number 1, O, carries -0.8446; number 2, F, carries -0.3223

***

ORCA calculation (ωB97M-V/def2-TZVPD) on a 2-piece molecular cluster, C3H7FNO overall in a non-equilibrium geometry.

Properties
HOMO-LUMO gap (eV): 10.78
Relative energy (zero: lowest compared OMol25 entry of this formula, charge and spin) (kJ/mol): 78.9
HOMO energy (Eh): -0.582
Charge: +1

Atoms and positions in Å:
O: -1.631864 0.313665 2.356539
H: -3.018069 1.006886 3.762202
C: 1.176555 -0.120607 -0.431759
H: -1.884057 -1.123103 -1.431680
H: -0.498525 -0.384407 -2.408199
H: -0.651115 -0.622785 0.576832
N: -0.182256 -0.567407 -0.378018
F: -0.980713 1.186714 4.318548
C: -0.854933 -0.635805 -1.424156
H: 1.328312 0.639012 0.365149
C: -1.961877 0.733780 3.401672
H: 1.885607 -1.043002 -0.248974
H: 1.219817 0.388238 -1.344853

Forces on the atoms, in the same order (eV/Å):
O 0.04 -0.56 -0.32
H 1.60 -0.64 -0.21
C 1.78 -0.90 2.57
H 1.22 1.12 0.42
H 0.67 0.13 -0.04
H 0.60 -0.48 -1.31
N -0.78 0.53 2.39
F -1.99 -1.01 -1.49
C -3.48 -2.01 -1.31
H 0.07 -0.67 -0.36
C 0.46 2.09 1.79
H -1.27 2.03 -0.66
H 1.10 0.37 -1.47

Here are the Mulliken charges for atoms 1 to 2, given in e: number 1, O, carries -0.4019; number 2, H, carries 0.2849

***

ORCA calculation (ωB97M-V/def2-TZVPD) on a 19-piece molecular cluster, C31H21BCl72NO3 overall in a non-equilibrium geometry.

Properties
HOMO-LUMO gap (eV): 6.81
Relative energy (zero: lowest compared OMol25 entry of this formula, charge and spin) (kJ/mol): 1244.5
HOMO energy (Eh): -0.436
Charge: +1

Atoms and positions in Å:
Cl: -0.830049 -9.048186 1.150518
C: -0.158054 4.144538 -3.741018
Cl: 8.682297 2.409575 5.613537
Cl: -16.144868 -0.281058 4.481369
C: -2.573123 2.063545 -1.527666
H: 4.945475 2.792515 2.343724
Cl: 1.129904 5.420410 6.958914
H: 2.738056 0.476823 -0.996853
Cl: -2.880433 -8.217580 3.040325
Cl: -13.482929 0.064860 3.359083
Cl: -10.856747 -2.856628 2.496259
Cl: 10.606926 3.144007 2.090733
Cl: -15.254519 -1.989826 0.884856
Cl: 6.743301 4.447589 6.356902
Cl: -5.048420 1.241993 1.603717
H: -0.722832 0.681732 -1.981677
Cl: 2.573100 -4.691209 -1.886219
Cl: -5.254467 -4.232175 3.120282
Cl: -7.634652 1.430182 0.284210
Cl: -12.065426 -0.621612 1.078899
Cl: -10.704091 0.443416 -2.467941
Cl: 9.654469 2.846167 -0.642386
C: 13.769440 2.234541 7.136929
Cl: -13.821592 -1.298445 5.907035
Cl: -9.794113 -2.022473 -0.080649
Cl: 8.507011 -0.783083 5.201105
Cl: 11.308870 -0.812134 5.984811
Cl: 7.643301 8.197830 -5.589566
Cl: -9.422321 -0.336210 2.261164
Cl: -11.088721 -0.752734 -5.092200
C: 4.205844 2.354231 1.528331
C: 2.669457 5.149927 6.103821
C: 0.493063 2.389746 0.163026
C: -4.179596 1.800537 -1.859429
C: 2.469352 3.565972 -3.486790
H: -4.616814 1.089335 -1.016671
H: -1.586226 1.388216 -3.591859
Cl: -9.426900 1.617997 -4.803522
Cl: 8.834688 5.144963 0.941471
H: -1.029296 4.576532 -4.418825
Cl: -1.852653 -4.783578 -1.401766
C: 2.969463 -11.271687 0.322404
C: 0.730914 2.996946 -1.341122
Cl: -14.272877 1.569891 5.720505
Cl: 12.029002 2.069885 6.792936
Cl: 9.442595 -2.693073 7.186658
Cl: 3.497511 -7.250129 -0.855390
C: -0.541921 4.329406 1.224673
H: -2.347709 4.356429 -0.904556
Cl: -5.351157 -3.591094 0.283829
C: -2.097521 3.621954 -1.780903
Cl: -15.853514 0.840986 1.190655
H: -0.614891 5.055984 2.142455
Cl: 2.633503 4.647725 -9.909045
Cl: 5.755841 -15.544317 -4.328661
Cl: 1.425811 5.503127 -7.403937
Cl: 11.581712 4.926562 0.007924
Cl: 14.701755 1.291379 5.947046
Cl: 6.860301 -12.985516 -3.492880
Cl: -7.397313 -2.562406 2.078507
Cl: 5.860606 2.017761 5.021934
Cl: -14.823066 -0.162973 -1.338269
Cl: 6.760606 5.768002 -6.924534
H: 1.401936 4.474268 -5.273907
Cl: 4.652850 -13.068421 -5.386394
N: 1.274869 4.115418 -4.285825
Cl: -7.250022 2.626331 2.908470
C: 2.965363 5.232644 -8.259030
Cl: 9.582297 6.159816 -6.332932
Cl: 10.219253 -2.994565 4.398986
C: -15.865475 -0.534458 0.058145
C: 10.169413 4.015473 0.599445
Cl: 0.911279 -7.061940 -2.174897
C: -0.520676 3.576407 -2.227466
Cl: -7.319275 -5.398697 1.434712
O: 0.336832 1.075327 0.424568
H: 3.543635 3.549944 -4.004611
H: -1.617856 3.823531 1.128431
C: 4.398297 3.149076 0.070160
C: 9.869480 -1.820683 5.692914
C: -1.530559 -3.386223 -2.459062
C: -14.430526 0.013804 4.866953
Cl: 3.874929 6.762310 -8.342889
C: -6.330579 -3.946149 1.729332
Cl: -8.502489 -0.940923 -3.772693
C: -9.930590 0.091922 -4.034133
H: -2.342992 1.765031 -0.406287
Cl: -0.790020 -3.949424 -3.978673
Cl: 14.111062 1.626048 8.776213
C: -6.476520 2.274838 1.342278
Cl: -0.418227 -2.263160 -1.636861
Cl: 3.579023 6.679593 6.019962
C: 2.069410 -6.217284 -1.116830
Cl: 4.018467 -11.449086 1.751638
Cl: 1.958285 -9.816091 0.504965
Cl: -3.061333 -2.548563 -2.819126
Cl: 7.391603 4.009728 3.554547
H: 4.410408 1.190860 1.434376
H: -2.733108 4.002240 -2.717134
Cl: 14.235951 3.950938 7.031294
Cl: -17.530558 -0.826019 -0.504624
H: -4.338447 1.243062 -2.893742
Cl: -3.641045 -9.237451 0.423689
H: 4.068637 4.286966 0.193126
H: -4.776489 2.809588 -1.921936
C: -2.430561 -8.283343 1.317679
C: -10.534653 -1.459273 1.438963
Cl: 1.295909 -5.865791 0.449362
C: -1.753967 0.976453 -2.499561
C: 7.169402 3.221129 5.136738
C: 8.069402 6.971370 -6.809731
Cl: -2.370704 -6.630131 0.655941
H: 3.086268 2.514504 1.855309
O: 0.491295 3.289656 1.351243
H: -0.426998 4.996308 0.242081
H: -2.405369 -0.000145 -2.546841
C: 5.369412 -13.846083 -3.952518
H: 5.561555 3.101864 -0.160093
Cl: 3.977416 -11.115316 -1.138348
Cl: 3.631228 3.934464 6.982591
B: 3.462153 2.338374 -1.011752
Cl: 4.208805 -13.786183 -2.601975
Cl: 2.337597 4.565008 4.453806
C: 2.281547 2.977221 -1.961843
Cl: 8.291603 7.759969 -8.391922
Cl: 1.923577 -12.706324 0.171571
Cl: 3.927134 4.017181 -7.380260
Cl: -5.972830 3.800913 0.572889
O: 3.678926 0.857059 -1.114695

Forces on the atoms, in the same order (eV/Å):
Cl -0.70 0.25 0.08
C 2.44 -1.60 2.77
Cl -0.43 0.47 -0.16
Cl 0.41 0.04 0.18
C -0.15 -1.15 -0.39
H -1.73 -0.82 -1.80
Cl 0.37 -0.06 -0.24
H 2.03 0.36 -0.68
Cl 0.11 0.02 -0.45
Cl -0.40 -0.04 1.29
Cl -0.02 0.39 -0.27
Cl -0.12 0.23 -0.42
Cl -0.23 0.31 -0.21
Cl 0.40 -0.28 -0.40
Cl -0.29 0.19 0.10
H -2.16 0.69 -1.38
Cl -0.13 -0.30 0.15
Cl -0.22 0.05 -0.35
Cl 0.56 0.41 0.06
Cl 0.92 -0.31 -0.77
Cl 0.17 -0.05 -0.40
Cl 0.08 0.27 0.28
C 0.12 0.09 0.08
Cl -0.13 0.31 -0.27
Cl -0.34 0.18 0.24
Cl 0.33 -0.48 0.10
Cl -0.56 -0.48 -0.16
Cl 0.07 -0.31 -0.29
Cl -0.64 -0.17 0.06
Cl 0.33 0.23 0.30
C -0.18 0.03 0.09
C 0.04 -0.01 0.22
C -0.97 -5.26 3.00
C -0.01 0.01 0.11
C -2.85 -0.45 2.08
H 0.82 1.71 -1.89
H -0.35 -0.80 2.20
Cl -0.10 -0.35 0.18
Cl 0.29 -0.12 -0.24
H 2.31 -1.00 1.43
Cl 0.17 0.75 -0.73
C 0.11 0.01 0.01
C 0.33 1.43 -3.25
Cl -0.05 -0.34 -0.16
Cl 0.52 0.36 0.18
Cl 0.10 0.23 -0.37
Cl -0.27 0.50 -0.19
C -2.19 1.14 -0.95
H 0.80 -1.55 -1.61
Cl -0.16 -0.06 0.25
C -0.08 -0.76 -1.39
Cl -0.13 -0.27 -0.54
H 0.80 -1.79 -1.64
Cl 0.05 0.18 0.65
Cl -0.07 0.43 0.08
Cl -0.02 0.03 -0.07
Cl -0.42 -0.23 0.15
Cl -0.26 0.21 0.28
Cl -0.36 -0.18 -0.09
Cl 0.74 -0.53 0.03
Cl 0.32 0.17 0.01
Cl -0.19 -0.08 0.29
Cl 0.40 0.21 0.09
H 0.12 -0.54 1.39
Cl 0.17 -0.17 0.35
N -1.20 -1.69 4.27
Cl 0.22 -0.10 -0.43
C 0.51 0.19 -0.56
Cl -0.43 0.21 -0.13
Cl -0.09 0.27 0.29
C -0.12 0.00 0.05
C 0.21 -0.10 0.09
Cl 0.29 0.17 0.27
C 3.35 0.73 -1.66
Cl 0.25 0.38 0.06
O 1.45 8.75 -2.39
H -2.84 0.20 1.08
H 2.35 0.88 0.36
C 0.21 0.13 0.68
C 0.05 -0.17 -0.01
C 0.10 -0.18 0.00
C -0.08 0.10 0.02
Cl -0.53 -0.50 0.02
C -0.07 -0.04 0.11
Cl -0.29 0.21 -0.02
C -0.14 0.01 -0.02
H -0.55 0.67 -2.28
Cl -0.20 0.17 0.41
Cl -0.12 0.15 -0.44
C -0.20 -0.12 -0.02
Cl -0.23 -0.26 -0.11
Cl -0.22 -0.38 0.00
C 0.06 -0.12 0.03
Cl -0.28 0.05 -0.37
Cl 0.39 -0.57 0.01
Cl 0.20 -0.24 0.06
Cl -0.10 -0.26 0.48
H -0.42 2.57 0.02
H 1.61 -0.70 1.88
Cl -0.12 -0.43 0.02
Cl 0.44 0.07 0.14
H 0.58 1.24 2.11
Cl 0.32 0.27 0.22
H 0.84 -2.43 -0.26
H 1.06 -2.03 0.35
C -0.03 -0.18 0.07
C -0.04 -0.18 0.04
Cl 0.19 -0.09 -0.37
C 0.06 -0.03 0.92
C 0.09 0.14 0.15
C 0.24 0.08 0.00
Cl -0.16 -0.61 0.58
H 2.26 -0.39 -0.34
O -0.92 -1.06 -3.64
H 0.14 -1.43 2.13
H 1.39 2.05 0.05
C -0.05 -0.15 0.01
H -2.45 0.14 0.15
Cl -0.34 0.44 0.69
Cl -0.63 0.33 -0.19
B 1.85 -2.31 0.32
Cl 0.36 -0.44 -0.64
Cl 0.08 0.07 0.26
C -4.57 1.94 -2.85
Cl -0.10 -0.23 0.42
Cl 0.25 0.33 0.01
Cl -0.27 0.14 -0.08
Cl -0.10 -0.20 0.22
O -3.10 3.22 0.81

Here are the Mulliken charges for atoms 1 to 2, given in e: number 1, Cl, carries -0.0479; number 2, C, carries -0.6629